Model a:
One molecule with the formula C2H2N2O2, computed with the ωB97M-V functional and the def2-TZVPD basis.

Summary:
**Orbital gap**: 10.582 eV
**Molar mass**: 86.050 g/mol
**LUMO**: 0.0728 eV
**SMILES string**: Oc1ncno1

The geometry in ORCA input format:
```
! RIJCOSX wB97M-V def2-TZVPD def2/J DEFGRID3
* xyz 0 1
O -1.69420 -0.56731 0.95245
C -0.48037 -0.13395 0.47128
N 0.74559 -0.63889 0.69683
C 1.41588 -0.16905 -0.36132
N 0.89908 0.78130 -1.12198
O -0.49346 0.62613 -0.68439
H -2.05412 0.49411 0.73286
H 2.42973 -0.14353 -0.56109
*
```

Model b:
One molecule with the formula C2H2N2O2, computed with the ωB97M-V functional and the def2-TZVPD basis.

Summary:
**Orbital gap**: 11.232 eV
**Molar mass**: 86.050 g/mol
**LUMO**: -0.7280 eV
**SMILES string**: N#CC[N+](=O)[O-]

The geometry in ORCA input format:
```
! RIJCOSX wB97M-V def2-TZVPD def2/J DEFGRID3
* xyz 0 1
N -2.33529 1.32499 -0.36383
C -1.35661 0.73626 -0.18035
C -0.15725 -0.39496 0.21507
N 1.16672 0.06126 -0.09428
O 2.03256 -0.49077 0.58099
O 1.39188 0.85995 -0.95494
H -0.21803 -0.88419 1.24176
H -0.52397 -1.21255 -0.44442
*
```

Energy ordering: model a at the bottom, the next structure 139.4 kJ/mol above.

Model a:
One molecule with the formula C9H10O2, computed with the ωB97M-V functional and the def2-TZVPD basis.

Summary:
**Orbital gap**: 9.067 eV
**Molar mass**: 150.177 g/mol
**LUMO**: 0.3762 eV
**SMILES string**: COC1=C(C)[C@H]2C=CC(=O)[C@@H]12

The geometry in ORCA input format:
```
! RIJCOSX wB97M-V def2-TZVPD def2/J DEFGRID3
* xyz 0 1
C 1.91379 0.48761 -2.05068
O 0.86927 1.36100 -1.73389
C 0.17053 0.85136 -0.58838
C -1.05098 0.88770 0.03791
C -2.40675 1.48024 -0.23589
C -0.53689 0.12099 1.27168
C -0.96591 -1.33218 1.54283
C -0.00685 -2.20424 1.18399
C 1.21960 -1.60590 0.71473
O 2.31786 -2.02977 0.66894
C 0.87754 -0.07368 0.56658
H 1.54408 -0.34424 -2.60885
H 2.33671 0.02432 -1.21355
H 2.74705 0.99260 -2.61389
H -2.30112 2.11818 -1.21263
H -2.72792 2.18866 0.55574
H -3.10663 0.63230 -0.50017
H -0.46491 0.78171 2.06845
H -1.88720 -1.67669 1.94874
H -0.18787 -3.30506 1.13448
H 1.64660 0.64508 1.06388
*
```

Model b:
C9H10O2 as an isolated structure, computed with the ωB97M-V functional and the def2-TZVPD basis.

Summary:
**Orbital gap**: 9.422 eV
**Molar mass**: 150.177 g/mol
**LUMO**: 0.2230 eV

The geometry in ORCA input format:
```
! RIJCOSX wB97M-V def2-TZVPD def2/J DEFGRID3
* xyz 0 1
C -0.44095 -2.50351 0.48177
C -0.63239 -1.39303 1.41803
C 0.39140 -0.32096 1.32199
C 0.39173 0.28823 -0.08609
C 1.27791 -0.22551 -1.12008
C 1.11980 0.39116 -2.36971
C 0.27121 1.38496 -2.77368
C -0.54441 1.96958 -1.81195
C -0.49596 1.37765 -0.36139
H -1.15569 -3.10855 0.69963
H -0.52269 -2.50741 -0.42604
H 0.51315 -2.98343 0.88607
H 1.58510 -0.47552 1.52071
H 0.93153 0.78186 2.68947
H 2.03054 -0.66773 -1.00026
H 1.82982 -0.06581 -3.46767
H 0.21616 2.17289 -3.63963
H -0.87723 2.85560 -1.82167
H -0.84644 1.91058 0.33163
O -1.60916 -1.25754 2.25280
O 0.14237 0.79206 2.25149
*
```

Energy ordering: model a at the bottom, the next structure 365.5 kJ/mol above.

Model a:
A 2-piece molecular cluster, C5H14N2S overall, computed with the ωB97M-V functional and the def2-TZVPD basis.

Summary:
**Orbital gap (spin up / spin down)**: 6.559 / 6.139 eV
**Molar mass**: 134.248 g/mol
**LUMO (spin up / spin down)**: 3.3073 / 3.3080 eV

The geometry in ORCA input format:
```
! RIJCOSX wB97M-V def2-TZVPD def2/J DEFGRID3
* xyz -1 2
N -2.37065 -0.75421 1.46843
C -1.26850 -0.74223 0.52088
C -1.87417 -0.86267 -0.80075
S -0.78008 -1.59864 3.85360
C -0.28102 0.41133 0.60161
N 0.84128 0.11334 -0.31165
C 1.58223 1.38373 -0.68820
C 2.76134 0.94904 -1.53479
H -1.80856 -0.58410 2.40200
H -1.21074 -0.65145 -1.64122
H -2.57239 -1.69567 1.59810
H -0.72025 -1.66780 0.75329
H -2.16967 -1.92024 -0.91945
H -2.82160 -0.22717 -0.92056
H 0.00188 0.52442 1.66010
H -0.85725 1.34565 0.17526
H 1.58511 -0.40522 0.16751
H 2.02645 1.97984 0.15336
H 0.80257 1.86392 -1.20558
H 3.48844 0.38511 -1.00393
H 2.39163 0.32654 -2.41318
H 3.25395 1.82648 -1.91485
*
```

Model b:
A 2-piece molecular cluster, C5H14N2S overall, computed with the ωB97M-V functional and the def2-TZVPD basis.

Summary:
**Orbital gap (spin up / spin down)**: 6.379 / 5.539 eV
**Molar mass**: 134.248 g/mol
**LUMO (spin up / spin down)**: 3.7729 / 2.9526 eV

The geometry in ORCA input format:
```
! RIJCOSX wB97M-V def2-TZVPD def2/J DEFGRID3
* xyz -1 2
C 2.26403 0.04509 -1.43565
C 2.38235 0.87743 -0.12730
C 0.99989 -0.21002 1.38635
N 1.23230 1.08299 0.71469
H 1.68102 -0.88674 -1.25668
H 1.72494 0.59262 -2.20414
H 3.26072 -0.21703 -1.82744
H 3.23576 0.41922 0.43440
H 2.69876 1.87892 -0.42203
H 1.92495 -0.63112 1.82697
H 0.31325 -0.08210 2.25485
H 0.55615 -0.98079 0.73580
C -1.98525 0.42861 -0.07732
C -2.27286 -0.60924 0.98271
S -1.70555 -2.20026 0.42536
N -2.37700 0.06857 -1.46106
H -0.87005 0.49755 -0.07986
H -2.35911 1.43229 0.15389
H -3.33648 -0.61533 1.30144
H -1.65827 -0.34912 1.86712
H -3.26961 0.43598 -1.68412
H -2.43992 -0.97754 -1.50799
*
```

Energy ordering: model a at the bottom, the next structure 22.5 kJ/mol above.

Model a:
One molecule with the formula C3H6N2O2S, computed with the ωB97M-V functional and the def2-TZVPD basis.

Summary:
**Orbital gap**: 9.742 eV
**Molar mass**: 134.160 g/mol
**LUMO**: 0.0227 eV
**SMILES string**: [H]/N=C(/NO)SC(C)=O

The geometry in ORCA input format:
```
! RIJCOSX wB97M-V def2-TZVPD def2/J DEFGRID3
* xyz 0 1
H -1.79608 -1.81060 1.98288
N -2.03792 -1.49002 1.06561
C -1.60815 -0.45220 0.52298
N -2.19735 -0.01797 -0.67955
O -1.23265 0.36505 -1.64045
S -0.34017 0.80160 1.26209
C 0.97050 0.24560 0.00807
C 2.46749 0.88878 0.14089
O 0.81075 -0.79971 -0.75635
H -2.81288 -0.73372 -0.93841
H -0.44849 -0.31912 -1.77580
H 2.30856 1.93780 0.44951
H 3.00486 0.94879 -0.80755
H 2.91152 0.43571 1.16607
*
```

Model b:
One molecule with the formula C3H6N2O2S, computed with the ωB97M-V functional and the def2-TZVPD basis.

Summary:
**Orbital gap (spin up / spin down)**: 7.265 / 7.703 eV
**Molar mass**: 134.160 g/mol
**LUMO (spin up / spin down)**: -1.6726 / -1.4279 eV

The geometry in ORCA input format:
```
! RIJCOSX wB97M-V def2-TZVPD def2/J DEFGRID3
* xyz 0 1
C 0.92647 -0.36305 0.54212
C 1.12029 1.01676 -0.24005
C -0.56113 -0.70096 0.62293
N -1.37421 1.43973 0.06924
N -1.04049 -1.43293 -0.44567
O -2.09274 -2.06373 -0.40785
O -0.23128 -1.43986 -1.42009
S -0.07095 2.07316 0.66102
H 1.28482 -1.15499 -0.12243
H 1.42758 -0.17909 1.45562
H 2.15293 1.28360 -0.09728
H 0.89385 1.13597 -1.28912
H -1.11391 -0.90309 1.58996
H -1.32124 1.28847 -0.91839
*
```

Energy ordering: model a at the bottom, the next structure 261.1 kJ/mol above.